No. 1
Density functional theory data (wB97M-V/def2-TZVPD) for C26H32CuNO5S as an isolated structure at a distorted geometry.

Summary:
- Charge: -1
- Total energy: -3479.44729 hartree
- Maximum force: 0.0416 Eh/bohr
- Kohn-Sham gap (spin up / spin down): 0.2355 / 0.1959 Ha
- Multiplicity: 2
- Expectation value of S²: 0.7766
- LUMO (spin up / spin down): 2.51 / 1.77 eV

Geometry (Å):
Cu (0.19101, -1.27003, -0.30966)
S (-2.48638, 0.18667, 1.07253)
O (0.52319, 2.32392, 0.52589)
O (-2.61685, -0.61730, 2.28011)
O (-0.14489, -5.39276, -1.32840)
O (-3.21859, -0.16982, -0.12974)
O (-3.91999, -4.14344, -1.00817)
N (-0.93871, 0.49785, 0.71310)
C (2.48819, 0.10675, 0.95269)
C (-1.90422, -3.44781, 0.16338)
C (-4.05743, 3.70833, 2.44355)
C (-3.11389, -3.40195, 1.11307)
C (-0.70022, -0.52846, -2.20958)
C (-1.69965, 2.63119, 1.39743)
C (1.75141, -2.08450, 0.74792)
C (2.70950, -1.12805, 0.27870)
C (1.32426, -6.99465, -2.51336)
C (-1.76402, 3.99966, 1.67804)
C (1.51554, 0.15562, -2.36680)
C (-0.57507, 1.83024, 0.83197)
C (-4.34508, -3.38282, 0.16627)
C (0.70666, 1.31866, -2.25699)
C (-2.82775, 1.84546, 1.55935)
C (-0.10120, -6.51086, -2.28822)
C (-0.64231, 0.91310, -2.13255)
C (-0.82157, -6.23732, -3.60107)
C (0.92990, -1.39764, 1.74188)
C (-2.58184, -3.55245, -1.22071)
C (1.44999, -0.06826, 1.88475)
C (-2.92920, 4.52663, 2.23015)
C (0.67357, -1.00968, -2.31166)
C (-4.00384, 2.34557, 2.11808)
C (-0.83925, -6.32195, -0.42402)
C (-0.88665, -7.49313, -1.37308)
H (-0.86995, 4.58362, 1.44698)
H (-1.83851, -5.83702, -3.42739)
H (3.07042, 1.01122, 0.81810)
H (-4.51373, -2.32673, -0.15585)
H (0.94040, -2.03514, -2.58670)
H (1.75047, -3.16029, 0.56683)
H (-4.96205, 4.13793, 2.87900)
H (-1.96631, -4.00436, -2.02647)
H (-1.50591, 1.56915, -2.07652)
H (1.05693, 2.34350, -2.26139)
H (-1.59443, -1.12661, -2.39269)
H (-1.22522, -4.23794, 0.49333)
H (2.59448, 0.15880, -2.45216)
H (-2.98821, 5.58829, 2.46404)
H (-2.76602, -2.49969, -1.53100)
H (-5.27187, -3.78888, 0.62792)
H (1.31252, -7.94864, -3.07025)
H (-3.17048, -4.35068, 1.70472)
H (-1.82301, -5.91135, -0.20366)
H (1.84140, -7.13816, -1.55378)
H (-0.26536, -6.53423, 0.48392)
H (-0.89959, -7.20182, -4.13989)
H (0.24466, -1.88065, 2.43371)
H (-0.22636, -5.53580, -4.20912)
H (1.86857, -6.24439, -3.09989)
H (-0.29196, -8.36496, -1.09112)
H (-3.02787, -2.57544, 1.82662)
H (1.15779, 0.61794, 2.66862)
H (-1.90290, -7.70303, -1.73101)
H (3.53714, -1.36052, -0.39716)
H (-4.85279, 1.67856, 2.29974)
H (-1.33046, -2.49921, 0.14769)

These are the Löwdin partial charges, in e, on atoms 1 to 5:
1 Cu 0.393
2 S 0.644
3 O 0.024
4 O -0.323
5 O -0.099

=====

No. 2
Density functional theory data (wB97M-V/def2-TZVPD) for a 2-piece molecular cluster, C14H16O overall at a distorted geometry.

Summary:
- Total energy: -618.23094 hartree
- ΔE to the lowest compared entry with this formula, charge and spin: 223.30 kJ/mol
- SMILES: Cc1ccc(O)cc1.Cc1ccccc1
- Maximum force: 0.0667 Eh/bohr
- Kohn-Sham gap: 0.3308 Ha
- LUMO: 0.65 eV

Geometry (Å):
O (2.91213, 0.83537, -1.60795)
C (2.45267, 0.76233, -0.34530)
C (-2.93228, -2.39406, 0.13403)
C (2.19702, -0.44438, 0.39054)
C (-2.54895, 0.73090, -2.80909)
C (2.05636, -0.27444, 1.74122)
C (2.19606, 2.09155, 1.65287)
C (-3.97217, -0.61892, -1.27720)
C (-2.75289, -0.32782, -1.86408)
C (2.19711, 0.94003, 2.38788)
C (2.22708, 2.02606, 0.24667)
C (2.70916, 0.91361, 3.82971)
C (-4.07358, -1.74352, -0.38649)
C (-1.57238, -1.00889, -1.47387)
C (-1.68989, -1.96011, -0.43609)
H (1.85693, -1.15300, 2.41217)
H (3.83085, 1.05411, 3.79431)
H (-1.52484, 1.15466, -2.82008)
H (2.32274, -1.39502, -0.14332)
H (-0.77721, -2.50228, -0.17051)
H (-5.09705, -1.94822, -0.01490)
H (-4.78647, 0.01451, -1.42339)
H (2.22684, 2.94025, -0.27473)
H (-0.58677, -0.93174, -2.06046)
H (2.00563, 3.01418, 2.15082)
H (2.24977, 0.00007, 4.28713)
H (-3.21389, 1.50656, -2.49255)
H (-2.86998, -3.44787, 0.59496)
H (2.38840, 0.48057, -2.30233)
H (-2.77392, 0.57878, -3.83093)
H (2.49188, 1.79744, 4.41267)

These are the Löwdin partial charges, in e, on atoms 1 to 5:
1 O 0.045
2 C -0.321
3 C -0.093
4 C -0.010
5 C -0.078

=====

No. 3
Density functional theory data (wB97M-V/def2-TZVPD) for a single C4H5NO molecule at a distorted geometry.

Summary:
- Total energy: -285.34335 hartree
- ΔE to the lowest compared entry with this formula, charge and spin: 187.04 kJ/mol
- SMILES: C=C1CNC1=O
- Maximum force: 0.0640 Eh/bohr
- Kohn-Sham gap: 0.3800 Ha
- LUMO: 0.64 eV

Geometry (Å):
O (1.61062, -1.15749, -2.07808)
N (-0.27983, 0.07900, -1.82031)
C (1.17496, -0.69172, 1.18796)
C (0.55356, -0.46372, 0.05167)
C (0.77228, -0.69353, -1.40489)
C (-0.71175, 0.40248, -0.44886)
H (-0.47709, 1.46680, -0.12641)
H (-0.81575, 0.16593, -2.64424)
H (-1.77689, 0.23165, -0.34671)
H (0.98964, -0.06737, 2.13813)
H (2.13251, -1.27077, 1.41387)

These are the Löwdin partial charges, in e, on atoms 1 to 5:
1 O 0.118
2 N 0.083
3 C 0.062
4 C -0.167
5 C -0.531

=====

No. 4
Density functional theory data (wB97M-V/def2-TZVPD) for a single C2H4N6 molecule at a distorted geometry.

Summary:
- Total energy: -407.06990 hartree
- ΔE to the lowest compared entry with this formula, charge and spin: 123.43 kJ/mol
- SMILES: [H]/N=C(/N)n1cnnn1
- Maximum force: 0.1334 Eh/bohr
- Kohn-Sham gap: 0.3853 Ha
- LUMO: 0.19 eV

Geometry (Å):
N (-2.08110, -0.63755, 0.11594)
N (-0.87494, -1.11517, 0.57402)
N (2.02394, -1.11428, -0.46234)
N (-0.04952, -0.06358, 0.12152)
N (-2.05005, 0.70868, -0.30988)
N (1.80393, 1.05966, 0.36931)
C (1.34355, -0.11644, -0.06828)
C (-0.78873, 0.98461, -0.38174)
H (-0.40926, 1.96835, -0.70319)
H (1.32336, 1.53985, 1.06493)
H (2.83818, 1.26912, 0.39439)
H (1.51299, -1.85072, -0.91601)

These are the Löwdin partial charges, in e, on atoms 1 to 5:
1 N -0.030
2 N 0.111
3 N 0.157
4 N -0.091
5 N 0.027

=====

No. 5
Density functional theory data (wB97M-V/def2-TZVPD) for C11H18Cl2N2Sm as an isolated structure at a distorted geometry.

Summary:
- Charge: -1
- Total energy: -2117.82514 hartree
- Maximum force: 0.0415 Eh/bohr
- Kohn-Sham gap (spin up / spin down): 0.1303 / 0.1516 Ha
- Multiplicity: 6
- Expectation value of S²: 9.0926
- LUMO (spin up / spin down): 2.54 / 2.54 eV

Geometry (Å):
Sm (0.47542, -0.23620, 0.00051)
Cl (1.55218, 2.04631, 0.64335)
Cl (0.21011, -2.81173, -0.21178)
N (-0.32878, -0.48041, 2.33088)
N (-0.68014, -0.07556, 4.47768)
C (0.86280, -0.59040, -3.60709)
C (-0.44815, -0.02597, -4.19639)
C (2.49671, -0.32937, -1.75348)
C (-1.68852, -0.19878, -3.29766)
C (-1.41928, 0.51626, -0.87953)
C (1.48158, 0.21089, -2.49761)
C (-0.73432, -1.66916, 2.94629)
C (-1.79747, 0.93911, -2.23663)
C (-0.72575, 0.61517, 5.75300)
C (-0.92827, -1.43842, 4.28190)
C (-0.33672, 0.47597, 3.28232)
H (-0.64823, -0.55258, -5.13950)
H (-1.65920, -1.17637, -2.79491)
H (-2.23789, 0.54204, -0.13883)
H (2.83971, -1.34551, -1.96257)
H (3.07817, 0.26380, -1.04596)
H (-1.23856, -2.11493, 5.06215)
H (-0.31658, 1.04442, -4.42632)
H (-2.59165, -0.16359, -3.92774)
H (-2.81293, 1.38081, -2.30049)
H (-0.82820, -2.56044, 2.35271)
H (0.02043, 0.18494, 6.42996)
H (-1.06506, 1.72584, -2.50314)
H (1.57927, -0.64219, -4.44573)
H (0.70982, -1.62359, -3.24852)
H (1.20684, 1.27423, -2.43498)
H (-1.71634, 0.50302, 6.20533)
H (-0.51258, 1.67437, 5.59928)
H (-0.09862, 1.52633, 3.12792)

These are the Löwdin partial charges, in e, on atoms 1 to 5:
1 Sm 0.733
2 Cl -0.297
3 Cl -0.305
4 N -0.082
5 N -0.149

=====

No. 6
Density functional theory data (wB97M-V/def2-TZVPD) for C5H5NO2 as an isolated structure at a distorted geometry.

Summary:
- Total energy: -398.52930 hartree
- ΔE to the lowest compared entry with this formula, charge and spin: 654.20 kJ/mol
- Maximum force: 0.1312 Eh/bohr
- Kohn-Sham gap: 0.3572 Ha
- LUMO: -0.03 eV

Geometry (Å):
O (2.66877, -0.66773, -0.26826)
O (-2.32075, -0.42246, -0.09678)
N (-1.83150, 0.89588, -0.14557)
C (1.40377, -0.11001, 0.35632)
C (0.96171, 1.28018, 0.18864)
C (-1.19799, -1.18938, 0.21096)
C (-0.51381, 0.81186, -0.18824)
C (0.05128, -0.51319, -0.17085)
H (1.46165, 2.06305, -0.45889)
H (1.67423, -0.20017, 1.48275)
H (1.06648, 1.93619, 1.04191)
H (-1.03205, -2.39349, 0.71477)
H (2.63620, -0.63193, -1.22222)

These are the Löwdin partial charges, in e, on atoms 1 to 5:
1 O -0.051
2 O -0.059
3 N 0.081
4 C -0.280
5 C -0.078